Run i
Entry from OMol25: a cluster of 2 separate species, C2H4ClOP in total (ωB97M-V/def2-TZVPD).

Geometry as XYZ:
```
9
Properties=species:S:1:pos:R:3:mulliken_charge:R:1
C -0.4565 1.8408 0.5726 -0.493
C -0.7615 0.6033 0.1565 -0.141
O 1.4365 -1.8985 -1.9018 -0.364
P 1.7286 -2.9975 -0.9471 0.548
Cl 0.4883 -2.6577 0.6705 -0.210
H -1.0899 2.7533 0.3069 0.201
H 0.5499 2.2376 0.9536 0.214
H -0.1295 -0.2182 0.3585 -0.017
H -1.7659 0.3369 -0.1696 0.262
```

Values from the calculation:
SMILES: O=PCl.C=C
Spin multiplicity: 1
LUMO energy: -1.30 eV
Molar mass: 110.480 g mol⁻¹

Run ii
Entry from OMol25: a structure of composition C2H4ClOP (ωB97M-V/def2-TZVPD).

Geometry as XYZ:
```
9
Properties=species:S:1:pos:R:3:mulliken_charge:R:1
C 0.1290 -0.0043 -0.8614 -0.157
C -0.6765 0.0701 0.4076 -0.783
O -0.9188 -0.3673 -1.7423 -0.368
P -2.2728 0.2403 -0.8448 0.308
Cl -2.1993 2.2205 -1.1828 -0.205
H 0.6694 0.9899 -0.9719 0.222
H 0.9732 -0.6305 -0.6602 0.313
H -0.8827 -0.9206 0.8004 0.296
H -0.5693 0.8833 1.0600 0.374
```

Values from the calculation:
Spin multiplicity: 1
LUMO energy: 0.49 eV
Molar mass: 110.480 g mol⁻¹

Short version: run i is the most stable of them.